1.
ORCA calculation (ωB97M-V with the def2-TZVPD basis set) on a 7-piece molecular cluster, C28H45BrCl12I3N5OP overall at a distorted geometry.

Calculated values
HOMO-LUMO gap	7.8	eV
LUMO	-0.1389	Eh
molecular weight	1384.728	Da
charge	+1

```
96
Properties=species:S:1:pos:R:3:forces:R:3
C -3.72198 2.81594 -3.19226 0.3 -0.3 -0.1
C -3.35684 1.32417 -2.75023 -0.1 0.6 -0.8
C -4.61469 0.47859 -2.32597 -0.6 1.3 -0.5
I -5.15511 -1.08024 -3.78007 0.1 0.6 0.4
N -4.65654 0.03089 -0.91708 1.3 -1.3 0.4
C -3.61014 -0.51677 -0.30729 2.3 -2.0 2.1
N -3.61100 -0.86819 1.07954 -1.5 0.7 -0.8
C -4.33253 -2.04561 1.58008 -0.2 -1.1 1.8
C -3.35397 -3.19232 2.09196 -0.1 0.2 0.3
N -2.80977 -3.15996 3.24558 -0.5 0.3 -0.8
C -2.29875 -0.50673 1.60968 0.2 1.1 -1.8
C -1.35979 -0.96829 0.43502 0.5 0.0 0.6
C -0.07505 -0.10367 0.46733 2.0 0.8 -0.6
C -0.05395 1.35929 0.32158 1.4 -2.4 0.4
C 1.24320 1.98993 0.35054 -1.1 0.2 -0.1
N 2.46149 1.38418 0.49881 -2.5 -1.0 -0.2
C 2.39679 0.03942 0.62092 -0.3 -1.3 0.2
C 1.20779 -0.78696 0.62116 -1.5 2.5 -0.4
N -2.29490 -0.79383 -0.72936 -0.8 0.5 -0.7
C -1.91223 -1.47959 -1.91944 0.4 0.2 -1.4
I -0.34260 -0.49365 -3.09568 -0.5 -0.3 0.8
C -2.31111 -2.67208 -2.42407 0.4 0.6 -0.2
C -1.76025 -3.29121 -3.75589 -1.3 -0.1 0.4
I -3.80356 -3.81070 -1.41142 0.6 0.2 -0.5
P -6.25108 0.32745 -0.10614 -1.3 1.6 0.0
O -6.00992 0.61660 1.50543 0.3 -1.1 -1.2
Br -7.38799 -1.62842 -0.35871 0.9 0.6 0.6
H -4.77836 3.09919 -2.96771 0.8 -0.2 -0.1
H -3.03673 3.54817 -2.68699 -0.7 -0.6 -0.4
H -3.54291 2.91983 -4.29272 -0.4 -0.1 1.2
H -2.94999 0.84126 -3.67548 0.0 0.3 1.2
H -2.57607 1.42534 -1.95795 -0.7 -0.6 -0.6
H -5.47653 1.19257 -2.44360 0.6 -1.0 0.4
H -4.89425 -1.73410 2.50880 0.5 -0.2 -0.9
H -5.08876 -2.48784 0.89860 0.8 0.7 0.1
H -3.13866 -4.10617 1.48598 -0.3 1.0 0.2
H -3.08176 -2.29884 3.73909 0.1 -0.3 0.1
H -2.28815 0.61675 1.49308 0.2 -1.0 0.6
H -2.03676 -0.72985 2.66239 -0.3 -0.4 -1.0
H -1.06901 -2.04588 0.34915 -0.2 0.8 0.8
H -1.02052 1.89516 0.18575 1.1 -0.1 0.1
H 1.25117 3.10042 0.22088 0.2 -1.1 0.2
H 3.37355 -0.49650 0.72952 -0.9 0.6 -0.1
H 1.18755 -1.89323 0.70543 0.5 1.0 0.0
H -1.75784 -2.53598 -4.58628 0.3 -0.6 0.9
H -2.48144 -4.08345 -4.08605 0.7 0.6 0.4
H -0.76321 -3.75606 -3.58271 -0.7 0.5 -0.2
H -5.98080 1.57053 1.70114 -0.1 -0.3 -0.3
Cl -3.30466 3.78115 -6.47555 0.0 0.1 -0.4
C -2.03786 5.02459 -6.63827 0.2 0.1 -0.1
C -1.48602 5.45320 -5.29776 0.1 0.0 -0.1
Cl -2.67820 6.36807 -4.34054 0.0 -0.1 0.0
H -2.45936 5.86578 -7.18657 -0.1 -0.1 0.1
H -1.24182 4.58900 -7.24251 0.0 0.0 0.1
H -0.62778 6.10919 -5.44486 -0.1 0.0 -0.1
H -1.16325 4.59708 -4.70572 -0.1 0.0 0.0
Cl 5.53856 2.46043 3.83165 0.3 -0.1 0.0
C 4.53069 1.07803 3.33083 -0.1 -0.1 -0.1
C 3.80927 0.42910 4.48824 -0.2 0.0 -0.2
Cl 4.91299 -0.42948 5.58877 0.1 0.0 0.2
H 5.17020 0.36649 2.81022 0.0 0.0 0.1
H 3.80359 1.46728 2.61887 0.0 0.0 0.1
H 3.10499 -0.31522 4.11132 0.1 0.0 0.0
H 3.25268 1.15918 5.07363 0.1 -0.1 0.0
Cl 9.18362 -3.42987 1.95197 0.0 0.0 0.0
C 8.69453 -1.86196 2.64222 0.0 0.1 0.0
C 7.31140 -1.91227 3.24864 0.2 0.1 0.2
Cl 6.04121 -2.09933 2.00974 -0.1 -0.1 -0.1
H 8.75956 -1.11126 1.85560 -0.1 -0.1 0.0
H 9.42479 -1.61313 3.41246 -0.1 0.0 0.0
H 7.10404 -0.98053 3.77577 0.0 0.0 -0.1
H 7.21321 -2.73280 3.95811 0.0 0.0 -0.1
Cl 0.48606 -1.77972 4.96895 0.0 0.1 -0.1
C 0.95594 -3.38267 5.59969 0.0 -0.3 0.2
C 2.43848 -3.46980 5.88578 0.0 0.0 0.1
Cl 3.40908 -3.43963 4.39451 0.0 0.0 -0.1
H 0.64238 -4.13480 4.87711 0.0 0.1 0.0
H 0.39246 -3.53836 6.51983 0.1 0.1 0.0
H 2.66313 -4.40913 6.39164 -0.1 0.0 -0.1
H 2.77383 -2.65168 6.52326 0.0 0.0 -0.1
Cl 1.02412 -2.62983 -5.75648 0.0 0.0 0.0
C 1.11565 -3.55266 -7.27890 0.1 -0.1 -0.2
C 0.18316 -3.00115 -8.33192 0.1 0.0 -0.1
Cl -1.52969 -3.27315 -7.91837 0.0 0.0 0.1
H 0.89607 -4.59588 -7.05597 -0.1 0.1 0.0
H 2.14669 -3.48903 -7.62727 -0.1 0.1 0.0
H 0.36285 -3.50210 -9.28332 0.0 0.0 0.1
H 0.33009 -1.93168 -8.47687 -0.1 -0.1 0.1
Cl 2.31562 3.38899 3.99863 -0.4 0.1 0.0
C 2.06163 5.13173 3.72933 0.0 0.2 -0.1
C 2.22952 5.93446 4.99854 0.1 0.1 -0.1
Cl 0.92145 5.62262 6.16699 0.0 0.0 0.0
H 1.07031 5.26651 3.29818 0.0 -0.1 0.1
H 2.79959 5.44807 2.99123 0.0 0.0 0.1
H 2.20065 6.99970 4.76788 0.0 -0.1 -0.1
H 3.17851 5.71692 5.48696 -0.1 -0.1 0.0
```
Forces are in eV/Å.

=====

2.
ORCA calculation (ωB97M-V with the def2-TZVPD basis set) on C28H45BrN2OP2V as an isolated structure at a distorted geometry.

Calculated values
HOMO-LUMO gap (alpha / beta)	6.2 / 3.6	eV
LUMO (alpha / beta)	-0.2502 / -0.3443	Eh
⟨S²⟩	3.770
molecular weight	618.477	Da
charge	+2
2S+1	4

```
80
Properties=species:S:1:pos:R:3:forces:R:3
C -1.12709 5.23699 -2.38322 0.2 0.2 0.4
C -1.42924 4.05975 -3.09474 0.0 2.5 -1.1
C -1.67514 4.27138 -4.47267 0.1 0.2 0.1
C -1.51452 5.54330 -5.04439 -0.1 -0.3 0.2
N -1.17251 6.64164 -4.34992 0.1 -1.0 0.3
C -0.98606 6.47141 -3.03315 -0.1 0.0 -0.2
C -1.55297 2.81532 -2.44715 -1.4 -0.1 -2.8
C -2.05690 1.58482 -2.73331 0.4 2.6 -1.4
C -1.44840 0.45746 0.99491 0.1 0.6 -2.2
C -0.34370 -0.33339 1.29512 -1.0 -0.9 0.7
C -0.47224 -1.43977 2.15575 0.2 -0.1 0.3
C -1.65935 -1.71437 2.87983 0.1 4.3 -3.2
C -2.71040 -0.76668 2.67405 0.8 0.1 0.2
C -2.59621 0.29470 1.75623 0.1 -1.3 0.8
V -1.53121 1.57272 -1.07229 2.2 0.3 8.2
P 3.07706 -1.32468 1.24269 3.5 -1.5 1.3
H -2.03047 3.46196 -5.09014 0.1 -0.2 -0.1
H -1.03163 5.21926 -1.29998 0.2 -0.1 -0.1
H -1.68001 5.66461 -6.12160 0.0 0.0 0.5
H -0.69756 7.37716 -2.47837 -0.3 -0.6 -0.2
H -3.48266 0.91402 1.61912 0.1 -0.1 -0.1
H 0.62896 -0.17633 0.81763 0.0 0.0 -0.1
H -3.63577 -0.82694 3.22346 -0.1 -0.4 0.2
H 0.39091 -2.11517 2.23201 -0.7 0.2 0.1
C 2.97194 -2.42382 2.73958 -1.2 0.2 0.1
C 3.18149 -3.91417 2.50712 0.1 -0.3 -0.2
H 1.96405 -2.23845 3.13561 0.4 -0.2 0.3
H 3.67674 -2.04551 3.49115 -0.2 0.2 -0.3
H 2.92654 -4.46225 3.42256 0.0 0.2 -0.2
H 2.54924 -4.29731 1.69626 0.1 0.0 0.2
H 4.22717 -4.15006 2.27223 -0.3 0.1 0.0
C 4.01242 -2.33773 0.00955 -1.2 0.0 -0.9
C 4.44815 -1.54612 -1.22258 0.1 0.1 -0.2
H 3.33017 -3.14838 -0.29036 0.3 0.1 0.1
H 4.87536 -2.80053 0.50948 -0.4 0.2 0.3
H 4.84734 -2.24093 -1.97040 -0.1 0.2 0.1
H 3.60649 -1.01180 -1.68070 0.2 -0.1 0.1
H 5.23594 -0.81728 -0.99367 -0.2 -0.2 0.0
C 4.41019 -0.16719 1.79503 -1.1 1.4 -0.3
C 5.72003 -0.81244 2.23334 0.3 -0.5 0.0
H 3.96855 0.41176 2.62170 0.2 0.0 -0.2
H 4.57279 0.52804 0.95821 0.0 0.0 0.3
H 6.40410 -0.02475 2.56978 -0.2 -0.1 -0.1
H 5.58326 -1.50248 3.07351 0.1 0.1 -0.2
H 6.21795 -1.34999 1.41772 -0.1 0.2 0.2
Br -1.84023 -3.11947 3.92472 -0.3 -2.5 1.9
P -2.14215 -0.25061 -2.03964 -1.3 -6.7 -1.4
C -0.64115 -1.44415 -1.96256 0.4 0.9 -0.1
C -0.93598 -2.95482 -2.07651 -0.3 -0.3 -0.1
H -0.18205 -1.21351 -0.98845 -0.2 -0.2 -0.3
H 0.08685 -1.10389 -2.72218 -0.3 -0.2 0.1
H -0.03410 -3.53278 -2.33802 -0.2 0.5 0.1
H -1.31508 -3.39310 -1.14098 0.1 0.4 -0.2
H -1.67961 -3.17563 -2.85437 0.4 0.1 0.3
C -3.29538 -1.23836 -0.87494 -0.2 0.7 0.5
C -4.12015 -2.42286 -1.37330 -0.2 -0.2 -0.4
H -3.93856 -0.45836 -0.44329 -0.1 -0.3 -0.1
H -2.68947 -1.57955 -0.02024 0.2 0.4 -0.5
H -4.66733 -2.88066 -0.53640 0.1 0.4 -0.1
H -4.85676 -2.14684 -2.13231 0.0 0.0 0.2
H -3.50231 -3.22442 -1.79084 -0.1 0.3 0.1
C -2.87537 -0.57712 -3.76230 0.3 0.9 0.0
C -3.08378 -1.93820 -4.41758 -0.2 -0.7 -0.1
H -2.16097 -0.01113 -4.38313 -0.5 -0.1 -0.1
H -3.81133 0.01377 -3.73826 0.4 -0.3 -0.2
H -3.63248 -1.80827 -5.37209 0.3 0.1 0.6
H -2.13335 -2.43260 -4.67391 -0.3 0.3 0.1
H -3.66973 -2.63509 -3.80077 0.2 0.3 -0.4
C 1.28964 2.79878 3.49578 -0.3 0.0 -0.1
N -0.16572 2.73531 3.56892 -0.3 0.1 -1.3
C -0.76276 2.15359 4.76721 -0.3 0.1 -0.1
C -0.92716 2.90231 2.44997 0.4 -0.3 -0.1
O -0.50377 2.96163 1.27579 -0.3 0.5 1.2
H 1.65419 2.76585 4.52384 0.1 0.1 -0.2
H 1.58764 3.74110 3.02294 0.0 -0.3 0.0
H 1.70422 1.94949 2.93565 0.0 0.1 0.0
H -1.72045 2.64731 4.97099 0.2 -0.1 0.1
H -0.94135 1.07336 4.65285 0.1 0.2 0.0
H -0.06804 2.31438 5.59147 -0.3 0.0 0.1
H -2.01877 2.94676 2.69694 0.7 -0.1 -0.3
```
Forces are in eV/Å.